{"formula": "C32H21BrCl2N6O4S3SbSn", "method": "ωB97M-V/def2-TZVPD", "symbols": ["Sn", "Cl", "C", "C", "C", "N", "C", "O", "C", "C", "C", "C", "C", "N", "C", "C", "C", "Cl", "N", "C", "O", "C", "C", "C", "C", "C", "N", "H", "H", "H", "H", "H", "H", "H", "H", "H", "H", "C", "O", "C", "C", "C", "Br", "C", "C", "C", "O", "C", "N", "C", "C", "C", "C", "C", "C", "N", "H", "H", "H", "H", "H", "H", "H", "H", "H", "H", "H", "S", "Sb", "S", "S"], "coordinates": [[-0.195, 0.051, 0.070], [-2.492, 4.928, -4.551], [-2.329, 3.432, -3.692], [-1.068, 2.974, -3.365], [-0.913, 1.788, -2.640], [0.268, 1.337, -2.153], [1.425, 1.524, -2.774], [1.615, 1.932, -3.925], [2.613, 1.128, -1.939], [3.886, 1.195, -2.505], [4.984, 0.888, -1.726], [4.782, 0.534, -0.399], [3.477, 0.472, 0.067], [2.428, 0.760, -0.678], [-2.072, 1.042, -2.307], [-3.330, 1.516, -2.655], [-3.459, 2.716, -3.326], [-5.041, 3.321, -3.699], [-1.873, -0.133, -1.633], [-2.540, -1.220, -1.997], [-3.374, -1.328, -2.898], [-2.114, -2.463, -1.270], [-2.927, -3.588, -1.387], [-2.536, -4.772, -0.795], [-1.315, -4.800, -0.138], [-0.566, -3.636, -0.086], [-0.959, -2.487, -0.615], [-0.197, 3.530, -3.671], [3.967, 1.486, -3.542], [5.985, 0.932, -2.137], [5.610, 0.300, 0.255], [3.265, 0.190, 1.091], [-4.203, 0.935, -2.398], [-3.846, -3.493, -1.943], [-3.162, -5.653, -0.840], [-0.951, -5.704, 0.330], [0.395, -3.624, 0.413], [-1.451, 3.586, -0.015], [-0.536, 2.749, 0.640], [0.145, 3.306, 1.692], [0.190, 4.663, 1.907], [0.816, 5.144, 3.053], [0.837, 7.032, 3.335], [1.376, 4.308, 3.973], [1.379, 2.925, 3.750], [0.787, 2.373, 2.578], [0.782, 1.125, 2.298], [1.959, 2.143, 4.815], [2.427, 2.697, 5.920], [2.873, 1.667, 6.689], [3.443, 1.673, 7.956], [3.833, 0.464, 8.491], [3.651, -0.736, 7.800], [3.066, -0.768, 6.549], [2.675, 0.441, 6.001], [2.105, 0.788, 4.814], [-2.109, 4.078, 0.711], [-2.040, 2.954, -0.672], [-0.941, 4.341, -0.627], [-0.254, 5.366, 1.219], [1.820, 4.668, 4.888], [1.373, -0.643, 2.424], [3.560, 2.599, 8.499], [4.287, 0.439, 9.474], [3.970, -1.660, 8.265], [2.905, -1.694, 6.020], [1.727, 0.171, 4.112], [-0.818, -0.873, 5.220], [-1.055, -1.994, 3.219], [-2.157, -0.402, 1.726], [1.333, -1.958, 2.400]], "s2": 0.763, "orbital_gap_ev": [6.4, 4.6], "charge": -2, "relative_energy_ev": 1.527, "energy_ha": -7005.2972, "spin_multiplicity": 2}